DFT (ωB97M-V with the def2-TZVPD basis set) results for a structure of composition C3H10N4O at a distorted geometry.

Geometry (Å):
N1 0.40997 -1.12003 -1.62636
H1 -1.33724 -0.89675 1.15849
H2 1.03997 -1.41282 2.50044
O1 2.05888 -1.61572 -1.63794
C1 0.21990 -0.88291 -0.29596
H3 0.60808 1.72437 -1.49216
H4 0.45527 -0.01813 -1.97488
H5 2.83838 -1.28750 -0.76437
N2 -0.35324 0.33749 0.00272
N3 0.84013 -1.54804 0.68861
C2 -0.39285 1.54132 -0.73555
N4 0.52330 -0.80077 1.92593
H6 -1.83199 1.10493 1.28435
H7 0.74735 0.38044 1.71166
C3 -1.57182 0.24503 0.75646
H8 -2.42743 -0.18375 0.21409
H9 -1.40753 1.62502 -1.57674
H10 -0.41916 2.80782 -0.13879

Values from the calculation:
**Highest occupied orbital energy**: -8.35 eV
**E_tot**: -11270.5678 eV
**Total charge**: 0
**2S+1**: 1
**Maximum force**: 6.8 eV Å⁻¹
**LUMO level**: -0.14 eV